This record from the Open Molecules 2025 dataset describes a cluster of 10 separate species, C40H78O11 in total at a distorted geometry. The level of theory is the ωB97M-V functional and the def2-TZVPD basis.

Molar mass = 735.053 g/mol
E_tot = -2398.18967 hartree
Net charge = 0
Multiplicity = 1
SMILES = O=C1CCCO1.C1CCOC1.C1CCOC1.C1CCOC1.C1CCOC1.C1CCOC1.C1CCOC1.C1CCOC1.C1CCOC1.C1CCOC1
E_HOMO = -9.337 eV
Frontier orbital gap = 9.5 eV

CARTESIAN COORDINATES (ANGSTROEM)
1 C -6.26842 3.19070 5.88129
2 C -6.45197 2.77384 7.28555
3 C -7.02427 1.30661 7.11717
4 O -7.57356 1.27151 5.86325
5 C -6.99021 2.22990 4.99418
6 H -5.26024 3.49126 5.59603
7 H -6.73276 4.17134 5.77710
8 H -7.21548 3.33284 7.82652
9 H -5.53950 2.88501 7.87134
10 H -7.86081 1.03484 7.76094
11 H -6.25905 0.56143 7.33453
12 H -7.59246 2.69596 4.21433
13 H -6.33919 1.70267 4.29683
14 C 0.72593 7.72060 2.06807
15 C 2.18536 7.44103 2.35189
16 C 2.28622 7.83865 3.81489
17 O 1.11672 7.36454 4.34580
18 C 0.04424 7.58334 3.35772
19 H 0.37396 7.01990 1.31093
20 H 0.63571 8.70308 1.60470
21 H 2.85467 7.94014 1.65116
22 H 2.36324 6.38881 2.12989
23 H 2.54048 8.86999 4.05945
24 H 3.04005 7.27506 4.36463
25 H -0.54355 8.46656 3.60779
26 H -0.76381 6.85256 3.32422
27 C -0.46606 -2.40356 6.49187
28 C -1.41780 -3.61832 6.27464
29 C -0.57462 -4.77529 6.73047
30 O 0.19696 -4.24311 7.77921
31 C 0.21345 -2.80276 7.75496
32 H -0.95969 -1.44576 6.65633
33 H 0.23818 -2.33712 5.66259
34 H -1.69422 -3.66036 5.22112
35 H -2.28746 -3.69670 6.92705
36 H -0.00047 -5.20590 5.91009
37 H -1.22420 -5.62706 6.93200
38 H 1.24007 -2.43695 7.77279
39 H -0.35623 -2.30386 8.53895
40 C -6.86548 -5.87460 2.07009
41 C -7.23513 -7.35170 1.92728
42 C -6.25094 -7.86293 0.90649
43 O -5.38162 -6.76511 0.49320
44 C -6.20876 -5.67557 0.76333
45 H -6.25689 -5.72161 2.96135
46 H -7.72825 -5.24167 2.27775
47 H -8.26404 -7.46580 1.58608
48 H -7.17169 -7.96546 2.82583
49 H -6.72426 -8.17445 -0.02464
50 H -5.66852 -8.68737 1.31781
51 H -6.91526 -5.41639 -0.02520
52 H -5.58649 -4.78475 0.84901
53 C 7.46790 -2.83011 4.36518
54 C 6.74136 -2.26581 3.07766
55 C 6.13953 -0.93909 3.53652
56 O 5.64186 -1.44080 4.79165
57 C 6.40361 -2.56148 5.31838
58 H 8.33909 -2.23539 4.63982
59 H 7.75063 -3.88182 4.41061
60 H 6.02791 -2.84772 2.49417
61 H 7.45566 -1.95173 2.31659
62 H 5.32701 -0.59123 2.89862
63 H 6.95468 -0.21559 3.52281
64 H 5.70113 -3.39361 5.36497
65 H 6.94443 -2.29337 6.22598
66 C -2.42291 7.38999 -5.22560
67 C -2.94439 6.05173 -4.72757
68 C -3.15248 5.16578 -5.94433
69 O -3.58325 6.11269 -6.89779
70 C -2.90905 7.38761 -6.67347
71 H -1.35375 7.59842 -5.18610
72 H -2.94012 8.15054 -4.64062
73 H -3.85101 6.17936 -4.13608
74 H -2.17294 5.76693 -4.01211
75 H -3.90691 4.37986 -5.90904
76 H -2.24282 4.73156 -6.35918
77 H -3.59985 8.20426 -6.88324
78 H -2.00940 7.44911 -7.28581
79 C 8.36817 -3.16161 -4.93734
80 C 8.05467 -2.98769 -3.55379
81 C 6.52186 -3.03640 -3.42657
82 O 6.09365 -2.74681 -4.78528
83 C 7.06268 -3.25022 -5.70050
84 H 8.93254 -4.08904 -5.03455
85 H 9.03958 -2.41401 -5.35969
86 H 8.42351 -2.01490 -3.22864
87 H 8.63192 -3.63340 -2.89203
88 H 6.16055 -2.20365 -2.82319
89 H 6.12505 -3.98592 -3.06731
90 H 7.09048 -2.54789 -6.53360
91 H 6.84145 -4.28699 -5.95401
92 C -3.48498 -6.68299 -5.06775
93 C -2.68203 -6.81708 -6.34659
94 C -3.78595 -7.25145 -7.33512
95 O -4.92591 -6.59910 -6.82160
96 C -4.79436 -6.08433 -5.50274
97 H -2.95408 -6.02376 -4.38098
98 H -3.58248 -7.67596 -4.62888
99 H -1.89939 -7.53795 -6.11013
100 H -2.18390 -5.89305 -6.64008
101 H -3.94683 -8.31367 -7.15099
102 H -3.53651 -6.92496 -8.34472
103 H -5.71235 -6.33141 -4.96951
104 H -4.61688 -5.01068 -5.56499
105 C -0.12497 1.24762 0.00244
106 C -1.56368 1.22243 -0.31045
107 C -1.84897 0.06915 -1.27309
108 O -0.70768 0.28566 -2.07160
109 C 0.43226 0.62447 -1.27956
110 H 0.10279 0.64517 0.88180
111 H 0.33523 2.21398 0.20849
112 H -1.83088 2.20053 -0.71048
113 H -2.14705 1.26465 0.60934
114 H -2.83499 0.09624 -1.73689
115 H -1.80144 -0.93551 -0.85296
116 H 1.07935 1.25812 -1.88609
117 H 1.01508 -0.25303 -0.99957
118 O 5.30924 7.51664 -4.18544
119 C 5.76442 6.45332 -4.59544
120 O 6.26100 6.39877 -5.85636
121 C 6.76952 5.10843 -6.12872
122 C 6.13299 4.18284 -5.06270
123 C 5.94669 5.06411 -3.87346
124 H 7.84549 5.05171 -5.96395
125 H 6.62427 4.80792 -7.16638
126 H 6.64234 3.23144 -4.90937
127 H 5.23171 3.94094 -5.62597
128 H 6.83494 5.28067 -3.27999
129 H 5.08412 4.84051 -3.24570


This record from the Open Molecules 2025 dataset describes a structure of composition C40H80BrN10O2ReSi at a distorted geometry. The level of theory is the ωB97M-V functional and the def2-TZVPD basis.

Molar mass = 1027.345 g/mol
E_tot = -5211.20618 hartree
Net charge = +3
Expectation value of S² = 3.77
Multiplicity = 4
E_HOMO (spin up / spin down) = -15.306 / -15.327 eV
Frontier orbital gap (spin up / spin down) = 7.6 / 7.4 eV

CARTESIAN COORDINATES (ANGSTROEM)
1 Re 0.43021 -1.83136 -0.11653
2 C 5.11365 -3.21490 0.35362
3 N 4.84129 -1.78344 0.38205
4 C 6.05414 -0.98202 0.55169
5 C 3.63953 -1.19224 0.22969
6 N 2.50736 -1.75391 0.68251
7 C 2.64813 -2.66029 1.82864
8 C 1.33757 -2.74906 2.58415
9 N 0.25244 -3.14215 1.65321
10 C 0.42063 -4.57001 1.22904
11 C 0.05379 -4.80225 -0.23016
12 N 0.59503 -3.72022 -1.06056
13 C 0.80415 -4.04896 -2.35637
14 N 0.02142 -4.96279 -2.96128
15 C 0.52166 -5.94195 -3.92162
16 C -1.40918 -5.04262 -2.70239
17 N 1.81598 -3.51954 -3.05347
18 C 2.98352 -2.95941 -2.40573
19 C 1.82572 -3.40222 -4.50527
20 C -1.08134 -2.93940 2.26582
21 C -2.15055 -2.99284 1.18786
22 N -1.81544 -2.12144 0.05377
23 C -2.68938 -1.18256 -0.30438
24 N -3.67338 -0.71523 0.50245
25 C -4.99640 -0.40391 -0.02786
26 C -3.52133 -0.39345 1.91123
27 N -2.68151 -0.70893 -1.56727
28 C -2.47096 -1.60032 -2.70014
29 C -2.92448 0.70044 -1.85197
30 N 3.64177 0.02573 -0.35300
31 C 4.43513 0.32106 -1.53740
32 C 3.03989 1.19372 0.27201
33 H 5.91384 -3.39966 -0.36528
34 H 4.24961 -3.78933 0.04197
35 H 5.45228 -3.56909 1.32897
36 H 6.65760 -1.43563 1.33815
37 H 5.80893 0.03260 0.85132
38 H 6.65853 -0.95517 -0.35670
39 H 3.41760 -2.28910 2.50886
40 H 2.95493 -3.66088 1.51734
41 H 1.09366 -1.77391 3.00521
42 H 1.42809 -3.46774 3.40311
43 H -0.19529 -5.21188 1.86079
44 H 1.45615 -4.85916 1.38407
45 H -1.02606 -4.88460 -0.33927
46 H 0.47817 -5.76270 -0.53117
47 H 1.60776 -5.97058 -3.91876
48 H 0.17017 -5.74406 -4.93570
49 H 0.15178 -6.92617 -3.63047
50 H -1.73573 -4.17554 -2.13250
51 H -1.67185 -5.95990 -2.17019
52 H -1.93988 -5.04707 -3.65609
53 H 3.02588 -3.31932 -1.38530
54 H 2.94073 -1.86823 -2.40285
55 H 3.87541 -3.28318 -2.94516
56 H 0.85192 -3.63859 -4.92065
57 H 2.57658 -4.05979 -4.94672
58 H 2.07291 -2.37259 -4.76754
59 H -1.09231 -1.96739 2.75660
60 H -1.27586 -3.70902 3.01654
61 H -3.11075 -2.73364 1.62404
62 H -2.25973 -4.01552 0.82734
63 H -5.09991 -0.75342 -1.05038
64 H -5.20594 0.66839 0.00575
65 H -5.74457 -0.91091 0.58477
66 H -2.47927 -0.45112 2.21318
67 H -4.13473 -1.04177 2.54288
68 H -3.86499 0.63203 2.06406
69 H -3.18108 -2.42936 -2.66034
70 H -1.46002 -1.99548 -2.73185
71 H -2.65626 -1.04123 -3.61340
72 H -2.92227 1.26442 -0.92301
73 H -3.87190 0.85925 -2.37246
74 H -2.11584 1.08264 -2.47598
75 H 4.93422 -0.57051 -1.90881
76 H 5.18019 1.09340 -1.33651
77 H 3.76752 0.69403 -2.31892
78 H 2.65925 0.92929 1.25253
79 H 2.24346 1.61554 -0.33450
80 H 3.81830 1.95299 0.40335
81 C 1.47569 4.23963 3.33334
82 C 0.43342 4.81856 2.36266
83 C 0.46661 6.35744 2.47212
84 C 0.82399 4.37482 0.93876
85 Si -1.34321 4.28297 2.79236
86 Br -0.13632 0.24935 1.07862
87 C -1.71523 3.41797 4.45292
88 C -1.46553 4.41754 5.59870
89 C -3.16852 2.93117 4.54583
90 C -0.77621 2.20337 4.60297
91 C -2.78533 4.82594 1.66474
92 C -3.80877 3.69971 1.42478
93 C -2.28640 5.29642 0.28842
94 C -3.47374 5.99954 2.39038
95 H 2.44465 4.67624 3.08281
96 H 1.56098 3.15687 3.23131
97 H 1.27116 4.49175 4.37403
98 H 1.46857 6.70077 2.20659
99 H 0.26128 6.69680 3.49035
100 H -0.23626 6.84899 1.79806
101 H 1.87995 4.61177 0.79057
102 H 0.26462 4.89730 0.16632
103 H 0.69645 3.29809 0.79390
104 H -2.16184 5.25806 5.56910
105 H -0.44962 4.81603 5.60545
106 H -1.61777 3.89990 6.54851
107 H -3.88197 3.75385 4.49383
108 H -3.30922 2.44653 5.51412
109 H -3.40169 2.20018 3.77087
110 H 0.24759 2.51188 4.80349
111 H -0.77957 1.57451 3.70744
112 H -1.11422 1.60212 5.44938
113 H -3.32001 2.79396 1.05454
114 H -4.51212 4.04361 0.66342
115 H -4.38566 3.46176 2.31601
116 H -1.85712 4.47259 -0.28441
117 H -1.55599 6.10111 0.36039
118 H -3.13976 5.68620 -0.27022
119 H -3.84209 5.71515 3.37853
120 H -4.33377 6.31922 1.79809
121 H -2.81283 6.86177 2.50462
122 O 0.42924 1.19602 -1.84937
123 C 0.56026 0.19471 -2.52857
124 O 0.67925 -1.03285 -2.04004
125 C 0.62401 0.28546 -4.01703
126 C 0.78423 1.54394 -4.59458
127 C 0.77666 1.68313 -5.97250
128 C 0.59358 0.57004 -6.78202
129 C 0.44322 -0.68789 -6.21287
130 C 0.46852 -0.83162 -4.83581
131 H 0.91286 2.40355 -3.95084
132 H 0.90828 2.66022 -6.41724
133 H 0.57401 0.68031 -7.85804
134 H 0.29831 -1.55207 -6.84838
135 H 0.35310 -1.80932 -4.38908


This record from the Open Molecules 2025 dataset describes a structure of composition C40H80IN9O6P2S at a distorted geometry. The level of theory is the ωB97M-V functional and the def2-TZVPD basis.

Molar mass = 1004.056 g/mol
E_tot = -3894.90476 hartree
Net charge = 0
Multiplicity = 1
E_HOMO = -8.320 eV
Frontier orbital gap = 8.1 eV

CARTESIAN COORDINATES (ANGSTROEM)
1 C 7.04463 -3.30024 -1.60586
2 C 6.60503 -2.26414 -2.61431
3 O 5.40681 -2.65347 -3.27033
4 C 5.44494 -2.46580 -4.67282
5 C 4.18272 -3.09688 -5.24918
6 C 2.96649 -2.14770 -5.21922
7 C 1.80669 -2.66699 -4.33509
8 C 0.45159 -2.20090 -4.90837
9 C -0.68017 -1.95828 -3.91746
10 C -1.35176 -0.65789 -3.95027
11 O -0.86048 0.27181 -4.82973
12 C -0.40869 1.51951 -4.27991
13 C 0.59667 1.47021 -3.12348
14 C -0.06255 1.44162 -1.72648
15 C 1.68705 0.39545 -3.28239
16 C 3.10277 0.86421 -2.90928
17 C 3.64139 1.94047 -3.86121
18 C 3.22505 1.27412 -1.43001
19 C -2.43298 -0.39995 -3.15906
20 C -3.25503 0.86441 -3.18366
21 C -4.77773 0.54313 -3.38940
22 C -5.67678 0.95920 -2.21696
23 C -7.01831 0.18881 -2.25461
24 N -7.01215 -1.01430 -1.40450
25 C -7.87939 -0.92422 -0.25592
26 C -7.21752 -1.28644 1.05148
27 O -9.03432 -0.58661 -0.33324
28 C -2.81523 -1.41511 -2.24199
29 N -3.79770 -1.33948 -1.36424
30 S -3.87782 -2.69568 -0.52499
31 N -2.65948 -3.49065 -1.24797
32 C -2.15938 -2.68825 -2.16548
33 C -1.08288 -2.93952 -3.07046
34 C -0.44877 -4.31806 -3.02648
35 C -1.43834 -5.46409 -2.92887
36 O -1.24885 -6.40368 -2.23083
37 I -3.22255 -5.36389 -4.14466
38 H 7.30758 -4.24858 -2.07463
39 H 6.29938 -3.44874 -0.82556
40 H 7.94597 -2.93734 -1.10336
41 H 7.39092 -2.04253 -3.34273
42 H 6.40696 -1.32391 -2.08216
43 H 6.31921 -2.97999 -5.09059
44 H 5.46828 -1.40057 -4.93469
45 H 3.98307 -4.00600 -4.67990
46 H 4.34244 -3.40812 -6.28316
47 H 3.24000 -1.12367 -4.96917
48 H 2.54598 -2.11329 -6.22905
49 H 1.94281 -2.40065 -3.28668
50 H 1.88999 -3.75255 -4.39611
51 H 0.55316 -1.32304 -5.53882
52 H 0.09644 -2.99588 -5.57703
53 H 0.07980 2.02537 -5.11544
54 H -1.22223 2.17709 -3.97404
55 H 1.11498 2.43584 -3.15738
56 H -0.15565 0.42203 -1.34856
57 H 0.59903 1.95964 -1.02995
58 H -1.01017 1.97838 -1.70875
59 H 1.68788 0.03775 -4.30890
60 H 1.44271 -0.39872 -2.57192
61 H 3.75403 -0.01240 -3.02322
62 H 3.37936 1.72601 -4.89805
63 H 3.27963 2.92209 -3.54942
64 H 4.73041 1.95727 -3.77460
65 H 2.98381 2.32846 -1.30319
66 H 2.57661 0.64059 -0.82530
67 H 4.24856 1.07369 -1.11125
68 H -3.17723 1.43170 -2.25498
69 H -2.99395 1.48671 -4.03227
70 H -4.92914 -0.50277 -3.65951
71 H -5.12399 1.10962 -4.25910
72 H -5.95853 2.01042 -2.32856
73 H -5.19169 0.80683 -1.25534
74 H -7.14201 -0.15901 -3.28457
75 H -7.87161 0.84077 -2.06374
76 H -7.25905 -1.83837 -1.93667
77 H -6.30771 -0.68939 1.12375
78 H -7.89535 -1.09979 1.87757
79 H -6.94784 -2.34373 1.00530
80 H 0.29076 -4.36753 -2.22958
81 H 0.04038 -4.45645 -3.99282
82 O 3.61092 3.29507 1.22691
83 P 4.39203 4.03871 2.26061
84 N 3.30823 5.27383 2.72499
85 C 3.53584 6.70158 2.66892
86 C 1.96080 4.87373 3.09954
87 N 5.67537 4.62392 1.28745
88 C 6.20854 5.97060 1.31569
89 C 5.81496 4.04380 -0.04318
90 N 5.38469 4.15530 3.67145
91 C 6.45948 3.13184 3.69683
92 C 4.67599 4.05971 4.96542
93 H 4.48306 6.98736 3.13146
94 H 2.76723 7.23177 3.23257
95 H 3.51191 7.08306 1.64229
96 H 1.88530 4.65615 4.17485
97 H 1.65143 3.97688 2.56034
98 H 1.23476 5.65185 2.86316
99 H 5.57895 6.67798 0.76340
100 H 7.20153 5.98757 0.85768
101 H 6.34869 6.33037 2.33357
102 H 5.11485 4.48395 -0.76446
103 H 5.64892 2.97052 -0.02195
104 H 6.83194 4.20305 -0.41013
105 H 6.05689 2.11690 3.77017
106 H 7.11530 3.30712 4.54939
107 H 7.07052 3.19332 2.79976
108 H 4.03877 3.17372 5.03253
109 H 4.06863 4.94588 5.13728
110 H 5.40395 4.02016 5.77503
111 O -6.19123 -2.24298 4.20806
112 P -5.08645 -2.23726 5.21567
113 N -4.75185 -0.57148 5.38102
114 C -3.48218 0.08589 5.15949
115 C -5.87439 0.31444 5.64632
116 N -3.88549 -3.08046 4.33441
117 C -2.48942 -2.70367 4.23879
118 C -4.31780 -3.76831 3.12537
119 N -4.33813 -2.69757 6.70560
120 C -4.49781 -4.14380 6.99963
121 C -4.79500 -1.96705 7.90685
122 H -2.66342 -0.40951 5.68651
123 H -3.50637 1.10302 5.55279
124 H -3.23170 0.15129 4.09482
125 H -6.05362 0.43191 6.72495
126 H -6.79343 -0.06908 5.20044
127 H -5.70707 1.30564 5.22426
128 H -2.32754 -1.89013 3.52153
129 H -1.89503 -3.55873 3.90521
130 H -2.07868 -2.41953 5.20636
131 H -4.41793 -3.07686 2.28180
132 H -5.27258 -4.26387 3.27763
133 H -3.60304 -4.54750 2.84873
134 H -5.54519 -4.41507 7.16368
135 H -3.92848 -4.40358 7.89195
136 H -4.11233 -4.74756 6.18202
137 H -5.88257 -1.97881 8.01911
138 H -4.45344 -0.93433 7.88180
139 H -4.35417 -2.41866 8.79500


Question: The highest molar mass belongs to which entry?
Answer: C40H80BrN10O2ReSi


Question: Look up the net charge of the second one.
Answer: +3